*w*
{
  "formula": "C5H11NOS",
  "method": "wB97M-V/def2-TZVPD",
  "lumo_ev": 0.76,
  "orbital_gap_ha": 0.364,
  "charge": 0,
  "multiplicity": 1,
  "smiles": "CN(C)C(=O)CCS",
  "elements": ["C", "N", "C", "C", "O", "C", "C", "S", "H", "H", "H", "H", "H", "H", "H", "H", "H", "H", "H"],
  "positions_angstrom": [[-1.09, 0.14, -2.48], [-1.02, 0.12, -1.04], [-2.30, 0.17, -0.31], [-0.07, 1.00, -0.54], [0.50, 1.79, -1.24], [0.31, 0.77, 0.90], [1.51, -0.16, 1.03], [1.20, -1.76, 1.78], [-0.13, -0.17, -2.87], [-1.90, -0.48, -2.85], [-1.27, 1.14, -2.90], [-3.11, -0.08, -0.99], [-2.53, 1.17, 0.08], [-2.27, -0.52, 0.53], [0.53, 1.76, 1.29], [-0.54, 0.42, 1.48], [2.31, 0.35, 1.57], [1.95, -0.26, 0.03], [-0.12, -1.84, 1.54]]
}

*x*
{
  "formula": "C5H11NOS",
  "method": "wB97M-V/def2-TZVPD",
  "lumo_ev": -0.27,
  "orbital_gap_ha": 0.300,
  "charge": 0,
  "multiplicity": 1,
  "smiles": "COCCNCC=S",
  "elements": ["C", "O", "C", "C", "N", "C", "C", "S", "H", "H", "H", "H", "H", "H", "H", "H", "H", "H", "H"],
  "positions_angstrom": [[-3.18, 0.01, -0.87], [-1.87, 0.03, -1.49], [-1.24, -1.16, -1.14], [0.18, -1.20, -1.71], [1.06, 0.06, -1.28], [0.82, 0.58, 0.04], [1.32, 0.05, 1.43], [1.81, 1.00, 2.66], [-3.11, -0.47, 0.29], [-3.75, 0.90, -1.09], [-3.76, -0.74, -1.47], [-1.90, -1.85, -1.76], [-1.16, -1.52, 0.04], [0.78, -2.24, -1.63], [0.12, -1.23, -2.76], [1.98, -0.17, -1.55], [-0.35, 0.59, 0.07], [1.43, 1.54, -0.02], [0.92, -1.02, 1.70]]
}

*y*
{
  "formula": "C5H11NOS",
  "method": "wB97M-V/def2-TZVPD",
  "lumo_ev": 0.55,
  "orbital_gap_ha": 0.344,
  "charge": 0,
  "multiplicity": 1,
  "smiles": "CC/N=C\\S.C=CO",
  "elements": ["C", "C", "N", "C", "S", "H", "H", "H", "H", "H", "H", "H", "C", "C", "O", "H", "H", "H", "H"],
  "positions_angstrom": [[-3.41, 0.11, 0.54], [-2.10, -0.06, -0.21], [-1.03, -0.28, 0.69], [0.04, -0.82, 0.59], [0.74, -1.79, -0.84], [-3.20, 0.91, 1.17], [-4.11, 0.24, -0.22], [-3.72, -0.73, 1.14], [-2.08, -0.92, -0.91], [-2.06, 0.80, -0.74], [0.69, -0.67, 1.43], [2.03, -1.80, -0.35], [2.37, 1.19, -1.10], [2.40, 0.77, 0.17], [3.15, -0.21, 0.71], [2.92, 0.55, -1.80], [1.64, 2.04, -1.39], [1.83, 1.14, 1.00], [3.91, -0.46, 0.13]]
}

*z*
{
  "formula": "C5H11NOS",
  "method": "wB97M-V/def2-TZVPD",
  "lumo_ev": -0.07,
  "orbital_gap_ha": 0.338,
  "charge": 0,
  "multiplicity": 1,
  "smiles": "C=C(C)C.CSN=O",
  "elements": ["C", "C", "C", "C", "H", "H", "H", "H", "H", "H", "H", "H", "C", "S", "N", "O", "H", "H", "H"],
  "positions_angstrom": [[-0.55, 0.54, 0.33], [0.62, 1.09, 0.71], [1.27, 0.64, 2.01], [1.44, 2.13, -0.04], [-0.95, -0.14, 1.07], [-1.16, 0.77, -0.50], [2.35, 0.39, 1.84], [0.82, -0.29, 2.50], [1.19, 1.45, 2.83], [2.11, 1.57, -0.59], [1.91, 2.80, 0.66], [0.82, 2.70, -0.62], [-1.16, -2.52, -0.71], [-0.52, -2.00, -2.37], [-1.48, -0.89, -3.12], [-2.55, -0.49, -2.64], [-2.34, -2.58, -0.77], [-1.07, -1.71, -0.01], [-0.72, -3.46, -0.58]]
}

Which one is most stable, and which one is least stable? *w* is the most stable of them, while *x* is the least stable.

*w*
{
  "formula": "C5H11NOS",
  "method": "wB97M-V/def2-TZVPD",
  "lumo_ev": 0.48,
  "orbital_gap_ha": 0.334,
  "charge": 0,
  "multiplicity": 1,
  "smiles": "C=C(C)C.C=NSO",
  "elements": ["C", "C", "C", "C", "H", "H", "H", "H", "H", "H", "H", "H", "C", "N", "S", "O", "H", "H", "H"],
  "positions_angstrom": [[0.66, 1.45, -0.21], [0.76, 0.89, 0.95], [1.88, -0.10, 1.23], [-0.19, 1.04, 2.06], [-0.30, 1.82, -0.44], [1.48, 1.48, -0.85], [1.56, -1.00, 0.75], [2.87, 0.28, 0.85], [1.97, -0.25, 2.31], [-0.83, 2.02, 1.79], [-0.86, 0.24, 2.03], [0.22, 1.04, 3.00], [-0.45, -1.18, -2.75], [-0.55, -0.41, -1.73], [-1.53, -0.51, -0.54], [-2.58, -1.89, -0.79], [0.22, -1.08, -3.57], [-1.06, -2.17, -2.78], [-3.27, -1.68, -1.33]]
}

*x*
{
  "formula": "C5H11NOS",
  "method": "wB97M-V/def2-TZVPD",
  "lumo_ev": 0.84,
  "orbital_gap_ha": 0.332,
  "charge": 0,
  "multiplicity": 1,
  "smiles": "CO/C=C(\\CN)SC",
  "elements": ["C", "O", "C", "C", "C", "N", "S", "C", "H", "H", "H", "H", "H", "H", "H", "H", "H", "H", "H"],
  "positions_angstrom": [[-2.00, 0.55, -2.65], [-1.31, -0.11, -1.54], [-0.21, 0.50, -1.03], [0.45, -0.03, 0.01], [0.04, -1.29, 0.73], [1.05, -2.30, 0.99], [1.86, 0.84, 0.59], [1.22, 1.38, 2.23], [-2.76, 1.20, -2.31], [-1.33, 1.06, -3.34], [-2.48, -0.27, -3.19], [0.24, 1.36, -1.51], [-0.79, -1.71, 0.07], [-0.40, -1.00, 1.67], [1.83, -1.84, 1.47], [1.42, -2.74, 0.16], [1.84, 2.16, 2.69], [1.15, 0.51, 2.91], [0.18, 1.73, 2.05]]
}

Which one is most stable, and which one is least stable? *x* is the most stable of them, while *w* is the least stable.

*w*
{
  "formula": "C5H10N4O2S",
  "method": "wB97M-V/def2-TZVPD",
  "lumo_ev": 0.03,
  "orbital_gap_ha": 0.356,
  "charge": 0,
  "multiplicity": 1,
  "elements": ["C", "C", "C", "C", "C", "N", "N", "N", "N", "O", "O", "S", "H", "H", "H", "H", "H", "H", "H", "H", "H", "H"],
  "positions_angstrom": [[2.28, -2.48, -0.27], [2.30, -1.19, -0.04], [-1.35, -0.31, 1.66], [-1.55, 0.49, -0.61], [-0.54, 0.01, 0.45], [1.03, -3.08, -0.31], [0.06, -2.28, -0.12], [0.29, -1.04, 0.04], [2.75, 1.10, -1.25], [2.04, 0.94, 1.26], [4.35, 0.22, 0.73], [2.98, 0.36, 0.33], [3.21, -3.06, -0.36], [-0.66, -0.51, 2.60], [-2.01, -1.10, 1.29], [-1.92, 0.61, 1.88], [-2.45, -0.14, -0.57], [-1.21, 0.31, -1.57], [-1.77, 1.65, -0.55], [0.20, 0.83, 0.69], [2.19, 0.53, -1.77], [2.25, 1.94, -1.07]]
}

*x*
{
  "formula": "C5H10N4O2S",
  "method": "wB97M-V/def2-TZVPD",
  "lumo_ev": 0.07,
  "orbital_gap_ha": 0.297,
  "charge": 0,
  "multiplicity": 1,
  "smiles": "NCC1=C([C@@H](N)N=O)NS[C@H]1O",
  "elements": ["N", "C", "C", "C", "C", "N", "N", "O", "N", "S", "C", "O", "H", "H", "H", "H", "H", "H", "H", "H", "H", "H"],
  "positions_angstrom": [[-0.97, -1.21, 0.92], [-0.94, -1.13, -0.60], [0.20, -0.23, -0.89], [0.45, 1.01, -0.36], [-0.29, 1.52, 0.92], [-1.73, 1.76, 0.74], [0.06, 0.51, 1.92], [1.28, 0.30, 2.00], [1.39, 1.76, -0.97], [2.30, 0.81, -2.00], [1.39, -0.87, -1.60], [2.16, -1.64, -0.72], [-1.90, -1.42, 1.24], [-0.13, -1.66, 1.31], [-1.97, -0.93, -0.87], [-0.64, -2.09, -1.09], [0.25, 2.50, 1.20], [-2.10, 1.04, 0.18], [-2.24, 1.74, 1.59], [1.83, 2.43, -0.45], [1.16, -1.35, -2.58], [1.95, -1.36, 0.14]]
}

Which one is most stable, and which one is least stable? *x* is the most stable of them, while *w* is the least stable.